Record 1
Formula: C37H41N6STi
Source: OMol25
Level of theory: the ωB97M-V functional and the def2-TZVPD basis

```
! RIJCOSX wB97M-V def2-TZVPD def2/J DEFGRID3
* xyz 0 2
Ti -0.21 0.10 -0.09
N -0.78 -1.46 3.79
C -0.24 -0.29 4.31
C -0.10 0.17 5.62
C 0.51 1.40 5.76
C 0.96 2.14 4.65
C 0.81 1.67 3.36
C 0.20 0.43 3.21
N -0.07 -0.30 2.05
C -0.64 -1.39 2.45
C -1.00 -2.45 1.50
C -1.51 -3.67 1.70
S -1.62 -4.50 0.22
C -0.96 -3.17 -0.59
N -0.68 -2.16 0.18
H -1.18 -2.22 4.31
H -0.45 -0.40 6.47
H 0.64 1.81 6.76
H 1.42 3.10 4.81
H 1.12 2.24 2.50
H -1.84 -4.13 2.62
H -0.80 -3.16 -1.67
C -3.07 -2.52 -3.02
C -2.96 -1.12 -2.41
C -2.34 -0.12 -3.36
C -3.12 0.33 -4.43
C -2.62 1.26 -5.33
C -1.34 1.75 -5.16
C -0.54 1.33 -4.10
C 0.80 2.02 -3.92
C 1.85 1.63 -4.96
C -1.04 0.35 -3.23
N -0.20 -0.09 -2.16
C 0.95 -0.63 -2.46
C 1.99 -0.67 -1.49
C 3.29 -1.20 -1.55
C 3.93 -0.79 -0.37
C 2.99 -0.05 0.36
N 1.82 0.04 -0.29
H -3.43 -3.25 -2.30
H -2.10 -2.86 -3.41
H -3.76 -2.52 -3.87
H -2.39 -1.16 -1.49
H -3.95 -0.77 -2.13
H -4.13 -0.03 -4.52
H -3.24 1.61 -6.15
H -0.96 2.52 -5.83
H 1.19 1.83 -2.92
H 0.62 3.10 -3.97
H 2.13 0.58 -4.88
H 2.75 2.23 -4.84
H 1.47 1.79 -5.98
H 1.15 -0.99 -3.47
H 3.70 -1.78 -2.36
H 4.94 -1.00 -0.07
H 3.12 0.42 1.32
C -3.43 -0.27 1.68
C -3.81 1.19 1.46
C -4.31 1.40 0.03
C -2.74 2.21 1.85
C -2.97 2.99 2.99
C -2.17 4.07 3.31
C -1.17 4.42 2.42
C -0.88 3.65 1.29
C 0.08 4.25 0.26
C -0.67 4.50 -1.05
C 1.38 3.50 -0.03
C -1.59 2.45 1.06
N -1.18 1.53 0.11
H -4.25 -0.94 1.40
H -3.17 -0.47 2.73
H -2.57 -0.52 1.07
H -4.64 1.40 2.14
H -3.52 1.21 -0.69
H -4.67 2.42 -0.11
H -5.15 0.72 -0.18
H -3.84 2.75 3.60
H -2.36 4.66 4.20
H -0.59 5.32 2.58
H 0.36 5.22 0.68
H -0.98 3.54 -1.49
H -0.03 5.02 -1.77
H -1.57 5.11 -0.89
H 1.20 2.56 -0.53
H 1.96 3.29 0.88
H 2.01 4.12 -0.67
*
```

Values from the calculation:
HOMO-LUMO gap (spin up / spin down) in eV: 5.62 / 6.11
⟨S²⟩: 0.768
LUMO (spin up / spin down) in eV: -0.293 / -0.286

---

Record 2
Formula: C4H9N2
Source: OMol25
Level of theory: the ωB97M-V functional and the def2-TZVPD basis

```
! RIJCOSX wB97M-V def2-TZVPD def2/J DEFGRID3
* xyz 1 1
C -0.27 -2.49 -1.18
C -1.06 -1.53 -0.64
C 0.93 1.54 0.46
C -0.57 -0.34 -0.03
N 0.44 0.39 -0.37
N 0.08 2.17 1.40
H -0.57 -3.56 -1.32
H 0.71 -2.25 -1.46
H -1.92 -1.99 -0.30
H 1.91 1.34 0.91
H 1.31 2.16 -0.45
H -1.06 0.04 0.96
H 0.87 0.22 -1.30
H -0.08 1.63 2.25
H -0.73 2.68 1.07
*
```

Values from the calculation:
HOMO-LUMO gap in eV: 9.44
LUMO in eV: -5.167
SMILES: C=C/C=[NH+]/CN

---

Record 3
Formula: C27H41BrIN3O2PdSbSi3
Source: OMol25
Level of theory: the ωB97M-V functional and the def2-TZVPD basis

```
! RIJCOSX wB97M-V def2-TZVPD def2/J DEFGRID3
* xyz 1 1
Pd 0.02 -1.23 -0.37
Br 5.95 -2.23 3.96
C 4.65 -1.97 2.60
C 5.06 -1.86 1.26
C 4.11 -1.64 0.30
C 2.73 -1.52 0.58
O 1.98 -1.22 -0.45
C 2.32 -1.69 1.95
C 0.99 -1.72 2.48
N -0.09 -1.64 1.78
C -1.40 -1.77 2.17
C -1.85 -2.03 3.46
C -3.21 -2.18 3.72
C -4.14 -2.12 2.72
C -3.74 -1.88 1.39
C -4.63 -1.85 0.30
C -4.15 -1.63 -0.96
C -2.79 -1.40 -1.15
N -1.93 -1.38 -0.15
C -2.36 -1.66 1.12
C 3.33 -1.89 2.92
H 6.10 -1.94 1.00
H 4.40 -1.55 -0.74
H 0.92 -1.87 3.56
H -1.13 -2.12 4.26
H -3.54 -2.38 4.74
H -5.20 -2.27 2.93
H -5.69 -2.00 0.48
H -4.81 -1.62 -1.81
H -2.37 -1.23 -2.13
H 3.03 -2.00 3.96
C -3.24 2.02 0.60
Si -1.49 2.49 1.12
C -1.25 4.34 0.87
C -0.99 2.00 2.87
Sb 0.18 1.26 -0.50
Si 2.62 2.19 -0.04
C 3.24 1.75 1.68
C 2.39 4.06 -0.19
C 3.70 1.57 -1.45
Si -0.47 1.94 -2.94
C 0.94 1.43 -4.09
C -2.10 1.14 -3.47
C -0.70 3.81 -2.89
H -3.98 2.46 1.28
H -3.39 0.94 0.61
H -3.45 2.38 -0.40
H -1.94 4.90 1.50
H -1.44 4.63 -0.17
H -0.24 4.66 1.12
H -1.56 2.55 3.62
H 0.07 2.22 3.03
H -1.15 0.94 3.05
H 2.42 1.70 2.41
H 3.93 2.53 2.02
H 3.76 0.80 1.70
H 1.86 4.47 0.68
H 1.83 4.33 -1.08
H 3.36 4.55 -0.24
H 3.52 0.51 -1.65
H 4.76 1.69 -1.20
H 3.50 2.13 -2.36
H 1.27 0.41 -3.89
H 1.79 2.10 -3.96
H 0.62 1.49 -5.13
H -1.96 0.12 -3.85
H -2.55 1.73 -4.27
H -2.82 1.10 -2.64
H 0.12 4.30 -2.38
H -1.62 4.07 -2.36
H -0.78 4.22 -3.90
N -0.24 -3.61 -2.92
C -0.15 -4.18 -1.70
O 0.06 -3.52 -0.68
C -0.34 -5.67 -1.62
I 1.19 -6.69 -2.72
H 0.02 -2.64 -3.01
H -0.29 -4.17 -3.75
H -1.30 -5.98 -2.04
H -0.27 -5.99 -0.58
*
```

Values from the calculation:
HOMO-LUMO gap (spin up / spin down) in eV: 6.35 / 6.35
LUMO (spin up / spin down) in eV: -3.422 / -3.422

---

Energy relative to the best compared isomer or geometry (same formula, charge and spin) values, unit kJ/mol, following the record order: 10.7 232.2 61.3.
DFT total energy values, unit hartree, following the record order: -3010.81051 -267.01086 -5476.46361.